A:
Entry from the Open Molecules 2025 dataset: a molecular structure, C3H4N2OS (wB97M-V/def2-TZVPD).

XYZ file:
```
11
Properties=species:S:1:pos:R:3:lowdin_charge:R:1
C 0.35115 0.96571 -0.64347 -0.1711
C 0.45518 0.91028 0.68272 -0.1624
C 0.50407 -1.20416 -0.03902 -0.3192
N -0.13274 -0.31633 -1.05479 -0.1956
N 0.07464 -0.42736 1.11548 -0.1312
O -2.28783 0.74978 -0.01784 -0.4136
S -1.52608 -0.43138 0.03111 0.9996
H 0.36346 1.73254 -1.34649 0.0911
H 0.70790 1.46616 1.66144 0.1445
H 0.01272 -2.09154 -0.08252 0.0555
H 1.47753 -1.35370 -0.30662 0.1026
```

- Kohn-Sham gap: 9.335 eV
- LUMO level: 0.17 eV
- HOMO energy: -9.2 eV

---

B:
Entry from the Open Molecules 2025 dataset: C3H4N2OS in the gas phase (wB97M-V/def2-TZVPD).

XYZ file:
```
11
Properties=species:S:1:pos:R:3:lowdin_charge:R:1
C 0.94771 0.65303 0.65080 -0.5043
C -0.09216 -0.35140 0.35345 -0.4345
C -2.03782 -0.92145 -0.61772 -0.1252
H 3.16410 1.38987 -0.69991 -0.0079
H 0.42673 1.58394 1.11761 0.0909
H 1.97562 0.46843 1.47583 0.1797
H -3.03844 -0.68481 -1.07877 0.1497
N -0.23056 -1.64654 0.29454 0.0803
N -1.42244 -1.93081 -0.29234 0.0140
O -1.28688 0.28015 -0.17571 -0.0347
S 1.59414 1.15960 -1.02779 0.5920
```

- Kohn-Sham gap: 9.563 eV
- LUMO level: -0.01 eV
- SMILES string: SCc1nnco1
- HOMO energy: -9.6 eV

---

Computed relative energies in units of eV: A 1.166; B 0.000

---

A:
Entry from the Open Molecules 2025 dataset: C2H9N2OP in the gas phase (wB97M-V/def2-TZVPD).

XYZ file:
```
15
Properties=species:S:1:pos:R:3:lowdin_charge:R:1
C -1.89241 0.41813 -0.47607 -0.2275
C 1.90588 0.38012 -0.79130 -0.1414
N -1.55204 0.09789 0.89313 -0.2067
N 1.32259 0.24561 0.55396 -0.2490
O 0.20462 -2.10649 0.01795 -0.3577
P 0.20618 -0.91880 0.85939 0.6257
H -2.49950 1.28885 -0.60914 0.0521
H -0.86585 0.79046 -0.89500 0.0738
H -2.30015 -0.33835 -1.05472 0.0428
H 2.90421 0.91570 -0.63279 0.0925
H 2.03329 -0.82209 -1.05907 0.1290
H 1.16518 0.86535 -1.48478 0.0625
H -2.05635 -0.68249 1.35790 0.0382
H 1.22255 1.02301 1.09694 0.0444
H 0.20180 -1.15690 2.22359 0.0214
```

- Kohn-Sham gap: 10.125 eV
- LUMO level: 0.92 eV
- SMILES string: CN[PH](=O)NC
- HOMO energy: -9.2 eV

---

B:
Entry from the Open Molecules 2025 dataset: 2 unconnected molecules or ions with the total composition C2H9N2OP (wB97M-V/def2-TZVPD).

XYZ file:
```
15
Properties=species:S:1:pos:R:3:lowdin_charge:R:1
C 1.68856 -0.91046 -0.70801 -0.1226
C 1.91697 0.34423 0.22041 -0.5784
N -2.15988 0.56441 1.48956 -0.2112
N -2.18835 -0.00299 -0.99328 -0.1962
O 0.90563 0.62301 1.04387 -0.3539
P -1.62193 1.13019 0.11465 0.9252
H 2.54430 -0.95387 -1.24954 0.0067
H 1.61774 -1.80735 -0.04698 0.0720
H 0.69911 -0.58780 -1.18347 0.0542
H 2.25377 1.29716 -0.43256 0.1078
H 2.99488 0.12863 0.58322 0.0981
H -2.30067 -0.35438 1.68221 0.0100
H -1.94412 1.09892 2.41518 0.1272
H -2.31408 0.41558 -1.89953 0.0228
H -2.09190 -0.98529 -1.03572 0.0382
```

- Kohn-Sham gap (spin up / spin down): 6.867 / 6.862 eV
- LUMO level (spin up / spin down): -0.34 / -0.35 eV
- HOMO energy (spin up / spin down): -7.2 / -7.2 eV

---

Computed relative energies in units of eV: A 0.000; B 2.254

---

A:
Entry from the Open Molecules 2025 dataset: 3 unconnected molecules or ions with the total composition C3H12NO2S (wB97M-V/def2-TZVPD).

XYZ file:
```
19
Properties=species:S:1:pos:R:3:lowdin_charge:R:1
C 2.52703 -0.20974 1.00895 -0.1133
C 1.57855 0.22162 -0.10114 -0.5541
C 0.46033 -0.82470 -0.32313 -0.7408
S -0.65029 -1.10369 1.07315 0.2522
N 1.02230 1.54470 0.21474 -0.0056
H 3.50707 0.26884 0.96903 0.0607
H 2.47525 -1.29409 1.12951 0.0617
H 2.09387 0.08884 1.97371 0.0522
H 2.05577 0.37130 -1.07501 0.1106
H -0.04711 -0.47523 -1.22954 0.0183
H 0.93769 -1.76713 -0.62955 0.0359
H 0.13942 1.62610 -0.26732 0.0430
H 0.80068 1.63311 1.19981 0.0397
H -2.66394 0.45327 0.39272 -0.0577
H -3.47805 -0.59619 1.02920 -0.0057
O -3.55239 0.33101 0.76852 -0.1435
H -1.99410 -0.58122 -2.54572 0.0284
H -2.83961 0.07611 -1.37666 -0.0007
O -2.37247 0.23711 -2.21126 -0.0813
```

- Kohn-Sham gap: 6.832 eV
- LUMO level: 3.84 eV
- Charge: -1
- HOMO energy: -3.0 eV

---

B:
Entry from the Open Molecules 2025 dataset: 3 unconnected molecules or ions with the total composition C3H12NO2S (wB97M-V/def2-TZVPD).

XYZ file:
```
19
Properties=species:S:1:pos:R:3:lowdin_charge:R:1
C -1.92972 1.66380 -0.41704 -0.0945
C -1.00691 0.59809 -1.01447 -0.4983
C 0.49574 0.83992 -1.14636 -0.7335
S 1.42217 0.72903 0.40525 0.1986
N -1.13249 -0.70863 -0.27107 -0.0264
H -2.94381 1.47992 -0.41323 0.0195
H -1.84472 2.63003 -0.97400 0.0682
H -1.72079 2.11741 0.60927 0.0903
H -1.27757 0.40233 -2.00976 0.0959
H 1.02290 0.38239 -1.95994 0.0272
H 0.57651 1.87169 -1.52364 0.0308
H -1.14046 -0.75586 0.73854 0.0129
H -1.99632 -1.28424 -0.59668 0.0992
H 0.34139 0.33700 2.90550 0.0373
H 0.05778 -1.12266 2.31043 -0.0361
O -0.32159 -0.44728 2.84374 -0.1672
H 0.66744 -2.13848 -0.82542 -0.0693
H 1.93114 -2.55654 -0.81268 0.0282
O 1.08966 -2.88746 -1.16470 -0.0828
```

- Kohn-Sham gap: 6.522 eV
- LUMO level: 3.84 eV
- Charge: -1
- HOMO energy: -2.7 eV

---

Computed relative energies in units of eV: A 0.000; B 1.067

---

A:
Entry from the Open Molecules 2025 dataset: 3 unconnected molecules or ions with the total composition C5H17N3 (wB97M-V/def2-TZVPD).

XYZ file:
```
25
Properties=species:S:1:pos:R:3:lowdin_charge:R:1
C 0.79771 1.52249 -0.50411 -0.3532
C 0.51741 -0.66713 0.85086 -0.4246
C 1.31089 -0.15781 2.04366 -0.1977
C 1.36895 -1.51855 -0.07884 -0.1832
N 0.35688 2.45806 0.39703 0.1023
N 0.13643 1.38101 -1.63530 0.0130
H 1.82791 1.20689 -0.37052 0.1095
H -0.27422 -1.31854 1.26052 0.0689
H 0.65231 2.33797 1.35248 0.0773
H -0.60022 2.75645 0.28216 0.0947
H 0.65084 0.80775 -2.29453 0.0650
H -1.10302 0.82499 -1.24741 0.0691
H 2.15105 0.48152 1.73925 0.0526
H 0.68399 0.41903 2.73395 0.0550
H 2.18291 -0.93566 -0.53038 0.0510
H 0.77915 -1.92898 -0.90584 0.0461
H 1.85017 -2.37433 0.42028 0.0599
H 1.76730 -0.96243 2.64176 0.0611
C -2.35822 -1.02033 -1.26589 -0.1146
N -1.81311 0.14375 -0.55799 -0.0613
H -2.53612 0.66929 -0.07884 0.1104
H -0.90146 -0.14675 0.10932 0.0721
H -3.10430 -0.72260 -2.00572 0.0747
H -2.80338 -1.73669 -0.57233 0.0786
H -1.53986 -1.51941 -1.78355 0.0730
```

- Kohn-Sham gap: 7.097 eV
- LUMO level: 0.89 eV
- HOMO energy: -6.2 eV

---

B:
Entry from the Open Molecules 2025 dataset: 2 unconnected molecules or ions with the total composition C5H17N3 (wB97M-V/def2-TZVPD).

XYZ file:
```
25
Properties=species:S:1:pos:R:3:lowdin_charge:R:1
C -1.86765 0.57593 -0.22664 -0.6733
C -3.27580 0.80763 0.31827 -0.0734
C -1.88120 -0.29989 -1.47410 -0.0593
N -1.04663 -0.20005 1.00783 0.1050
N -1.06819 1.73822 -0.21384 -0.0782
H -0.51844 1.83151 -1.06448 -0.0078
H -0.57732 0.86291 0.99864 0.1220
H -0.33977 -0.83726 0.62371 0.0596
H -1.53883 -0.59470 1.80824 0.1044
H -0.86788 -0.50336 -1.82199 0.0580
H -2.38404 -1.25309 -1.29065 0.0768
H -3.78188 -0.13168 0.56199 0.0701
H -3.23095 1.43431 1.20983 0.0736
H -3.85716 1.34082 -0.43450 0.0793
H -2.41088 0.22097 -2.27203 0.0816
C 2.55580 -0.78115 0.73483 -0.3358
C 3.88403 -0.15384 0.31078 -0.1107
N 1.52543 -0.82172 -0.30981 -0.0327
H 1.30751 0.12360 -0.61960 0.0589
H 1.84969 -1.34789 -1.11464 0.0756
H 2.71885 -1.80446 1.08350 0.1025
H 2.14184 -0.22540 1.58082 0.0997
H 4.32591 -0.70564 -0.52287 0.0666
H 4.60073 -0.15612 1.13543 0.0676
H 3.73684 0.88037 -0.00873 0.0699
```

- Kohn-Sham gap: 8.143 eV
- LUMO level: 0.91 eV
- HOMO energy: -7.2 eV

---

Computed relative energies in units of eV: A 1.110; B 0.000

---

A:
Entry from the Open Molecules 2025 dataset: 3 unconnected molecules or ions with the total composition C4H16N2O2 (wB97M-V/def2-TZVPD).

XYZ file:
```
24
Properties=species:S:1:pos:R:3:lowdin_charge:R:1
C 1.74113 -2.31941 -0.44212 -0.1214
N 2.29587 -0.97740 -0.26931 -0.1099
C 0.28386 0.20675 -1.19273 -0.0518
C 1.37331 0.15575 -0.13268 -0.4121
C 0.89957 0.17155 1.32606 -0.2596
N 1.99915 0.56228 2.22036 -0.0091
H 0.67446 -2.30147 -0.28297 0.0617
H 1.98109 -2.79372 -1.40042 0.0751
H 2.20387 -2.93802 0.33541 0.0732
H 3.24348 -0.86399 -0.58575 0.1053
H -0.41371 1.04744 -1.11116 0.0593
H -0.28337 -0.72133 -1.11751 0.0704
H 0.69496 0.37031 -2.17860 0.0762
H 2.02708 1.04112 -0.21562 0.1392
H 0.09461 0.90748 1.41414 0.1036
H 0.52432 -0.81385 1.61550 0.1062
H 2.75972 -0.01612 1.88917 0.0484
H 1.84184 0.55538 3.21522 0.0587
H -6.02632 -0.15175 -0.85883 0.0507
H -4.90008 0.52641 -1.66006 0.0291
O -5.52097 -0.21814 -1.70231 -0.0822
H -2.66426 3.45276 0.85085 0.0409
H -2.02844 2.53119 -0.15203 0.0198
O -2.80116 2.58678 0.43539 -0.0718
```

- Kohn-Sham gap: 8.919 eV
- LUMO level: 0.58 eV
- SMILES string: CN[C@@H](C)CN.O.O
- HOMO energy: -8.3 eV

---

B:
Entry from the Open Molecules 2025 dataset: 3 unconnected molecules or ions with the total composition C4H16N2O2 (wB97M-V/def2-TZVPD).

XYZ file:
```
24
Properties=species:S:1:pos:R:3:lowdin_charge:R:1
N 1.96634 -0.26368 1.09605 0.0404
C 0.92354 -1.25590 0.83567 -0.4490
C 1.46800 -2.24168 -0.19247 -0.0695
C -0.36206 -0.61149 0.29526 -0.2098
N -0.85661 0.45929 1.16955 -0.1586
C -2.30970 0.61000 1.14108 -0.1305
H 1.76173 0.32384 1.88722 0.0588
H 2.14586 0.25999 0.25815 0.0683
H 0.71498 -1.77669 1.76994 0.1345
H 2.23593 -2.83762 0.30770 0.0762
H 1.91115 -1.76000 -1.05643 0.0705
H 0.70953 -2.97440 -0.46891 0.0794
H -1.15956 -1.35352 0.17212 0.1218
H -0.09835 -0.17988 -0.67272 0.0824
H -0.45913 0.42363 2.09536 0.0956
H -2.84423 -0.13428 1.74096 0.0760
H -2.56791 1.59128 1.54801 0.0738
H -2.61281 0.57579 0.09913 0.0799
H 0.94879 0.06167 -3.00034 0.0353
H -0.39343 0.70934 -2.59883 0.0166
O -0.00230 -0.07271 -3.00185 -0.0617
H -1.17133 3.41982 -0.64894 0.0367
H -0.44646 2.26752 0.10890 0.0062
O -0.57023 2.67456 -0.76522 -0.0733
```

- Kohn-Sham gap: 9.632 eV
- LUMO level: 0.78 eV
- SMILES string: CNC[C@@H](C)N.O.O
- HOMO energy: -8.9 eV

---

Computed relative energies in units of eV: A 0.664; B 0.000